Record 1
Density functional theory data (ωB97M-V with the def2-TZVPD basis set) for an isolated molecule of C6H9N at a distorted geometry.

Geometry as XYZ:
```
16
Properties=species:S:1:pos:R:3:lowdin_charge:R:1
H 2.55928 -1.27267 -0.53123 0.076
C -1.32989 -0.30140 0.32765 -0.388
C 2.31695 -0.25564 -0.19092 -0.061
N 0.33862 1.22259 0.28080 0.072
H -1.51755 1.90652 0.92425 0.144
H -0.08421 -2.02010 -0.27901 0.090
H 2.91890 0.46715 -0.74064 0.059
C -0.10988 -1.01070 0.11999 -0.105
H -2.89911 -1.57766 -0.23463 0.043
C -2.65030 -0.59662 0.15854 0.007
C -0.89757 1.06558 0.61377 -0.006
C 0.80357 -0.00230 -0.44207 -0.388
H -3.42504 0.13249 0.35183 0.029
H 2.60349 -0.23093 0.87821 0.085
H 0.87555 2.07728 0.29995 0.161
H 0.49720 0.39642 -1.53650 0.181
```

Calculated values
LUMO energy (spin up / spin down), eV: 0.0936 / 0.2185
ΔE to the lowest compared entry with this formula, charge and spin, kcal per mole: 85.1
Multiplicity: 1
DFT total energy, eV: -7854.470



Record 2
Density functional theory data (ωB97M-V with the def2-TZVPD basis set) for a 4-piece molecular cluster, C22H53BIN2O14S4 overall at a distorted geometry.

Geometry as XYZ:
```
97
Properties=species:S:1:pos:R:3:lowdin_charge:R:1
O 4.95417 1.29868 -5.32600 -0.278
H -4.78801 -4.26006 2.20759 0.100
H 0.13622 -1.33320 2.77385 0.078
C 3.48725 6.80972 -2.60565 -0.273
H 2.97348 2.53905 2.71737 0.100
C 3.72126 5.85875 -1.44707 -0.073
H -0.56717 6.82932 -3.32686 0.072
H -1.25198 -5.32669 2.19719 0.065
O 5.04240 -1.15212 -4.82511 -0.264
S -4.88417 0.02579 0.46647 0.825
H 3.80755 -0.30526 -7.15351 0.073
O -2.68582 -0.42988 2.45685 -0.152
O 3.37811 0.28568 -3.62115 -0.308
H 5.87453 1.44135 -2.59139 0.077
H 4.00919 0.99794 3.31917 0.089
C 5.93243 0.45019 -3.04612 -0.117
O 3.30497 2.00490 0.01231 -0.225
H 4.00740 6.42934 -3.49100 0.127
C -0.60994 -1.50953 3.66316 -0.064
H 4.79158 5.69610 -1.29064 0.084
H 0.03142 0.75295 2.03018 0.161
H -0.78460 -7.46510 1.10042 0.126
B -2.06640 -1.17502 0.38586 -0.450
C -0.24832 7.85473 -3.13076 -0.123
C -1.71535 -7.37059 1.66951 -0.278
H -3.73712 5.05475 2.13294 0.055
H 0.37184 3.01848 -0.55197 0.152
H 4.38149 -2.89498 -5.63011 0.125
H -0.07447 -1.44644 4.72468 0.111
C -1.64158 2.41752 1.84246 -0.070
C -3.28155 2.27068 1.61225 -0.716
H -2.35358 -10.83754 3.79829 0.077
C -3.87263 3.50056 0.65477 -0.314
C 4.17049 -1.33494 -7.08161 -0.073
I -4.58261 2.36545 3.36631 0.927
H -2.90158 1.30602 -0.33506 0.162
C 4.11006 -1.83432 -5.65038 -0.280
C -1.88286 -0.43385 3.66885 -0.173
S -3.43911 -8.96042 2.84868 0.624
O -0.31206 1.07936 0.02048 -0.145
H 1.06234 2.44765 1.10651 0.138
H -4.90787 -0.27385 -0.91788 -0.042
H -0.82463 -6.52095 3.44838 0.089
H -2.59482 -0.84447 4.53719 0.163
H 3.23749 4.89434 -1.63172 0.070
H -4.10208 -11.11201 3.54195 0.080
H -1.05545 8.41059 -2.64902 0.078
H -1.02010 -2.62205 3.57358 0.095
C 3.63794 0.99242 1.02600 -0.241
H 2.17548 0.81562 2.78492 0.054
O -3.62065 -8.32645 4.13722 -0.288
H -3.58200 3.37108 -0.48431 0.142
H -1.23872 -1.38151 -1.40936 0.158
O -4.38500 -8.78885 1.76686 -0.288
C -3.18852 -10.69931 3.10883 -0.120
H 5.75867 -0.31857 -2.29105 0.073
S 1.13828 7.82481 -2.02142 0.622
H -1.55774 0.64472 4.06417 0.132
H -3.14578 -4.38460 0.51350 0.137
C -1.56330 -6.25453 2.68575 -0.078
O 0.76106 7.08256 -0.83736 -0.306
H -5.04684 3.41709 0.73818 0.101
N -3.47786 4.87958 1.13702 -0.027
H 3.89769 7.80234 -2.39201 0.119
C -4.32791 -3.16966 2.05374 -0.095
H -2.50809 -6.06417 3.20371 0.069
H -3.83960 -2.78899 3.04988 0.082
H 3.30036 6.25899 -0.51982 0.073
H -1.18212 3.41433 1.43851 0.126
C 2.12995 1.59011 -0.80490 -0.140
H -2.98246 -11.17403 2.14785 0.077
H 3.55287 -1.95812 -7.73482 0.083
H -1.50143 2.56324 3.01867 0.118
O -2.14682 -1.07432 -1.08236 0.084
H -2.51118 -7.14621 0.95138 0.110
H 5.20033 -1.34124 -7.45256 0.089
H 0.04956 8.35322 -4.05494 0.078
C -3.21502 0.85434 0.72491 -0.492
H 6.90514 0.31494 -3.52270 0.079
C 0.78851 2.05416 0.01450 -0.131
C -0.92667 0.97601 1.38591 -0.162
O 1.69752 9.15760 -1.94816 -0.277
O -1.94174 -8.62025 2.30419 -0.264
H -2.47383 5.10356 0.96063 0.072
O 2.10921 6.89082 -2.93755 -0.268
H 3.09578 -1.75310 -5.24538 0.113
S 4.66371 0.33712 -4.28376 0.624
N -2.08359 0.01728 1.36349 -0.119
H 4.82858 0.90979 1.03340 0.139
H 3.13638 -0.02864 0.75007 0.124
C 3.19897 1.38047 2.56178 -0.103
H 2.19616 2.25516 -1.79387 0.145
C -3.31084 -3.23136 0.76460 -0.218
H -3.92371 -2.78733 -0.15608 0.123
H -5.27815 -2.47019 1.87481 0.064
O -2.01502 -2.56309 0.96441 -0.030
H 2.15258 0.46650 -1.13077 0.131
```

Calculated values
LUMO energy, eV: -2.8129
Charge: +1
Multiplicity: 1
DFT total energy, eV: -107421.107



Record 3
Density functional theory data (ωB97M-V with the def2-TZVPD basis set) for C26H27BInN11S7Sb as an isolated structure at a distorted geometry.

Geometry as XYZ:
```
74
Properties=species:S:1:pos:R:3:lowdin_charge:R:1
H -0.06299 -3.31870 -5.10916 0.115
H -3.53786 -2.07797 2.32300 0.116
C -1.31228 -1.49880 -4.98428 -0.117
S 5.65404 1.27396 1.32220 -0.274
C -4.41528 0.50294 4.34429 -0.089
H -2.04895 4.38120 0.25259 0.120
S 4.14038 -0.12736 1.15303 -0.374
N -0.98140 -2.42913 2.04472 0.080
C -3.44904 -1.25823 3.02197 -0.006
C -0.68334 3.59046 1.55297 -0.831
H -0.14850 7.22584 2.66235 0.097
H 1.28063 0.56336 4.21226 0.139
Sb 5.19149 0.38815 -1.06873 0.283
S 6.59378 -1.37739 -1.30749 -0.354
H -3.35434 0.64559 -3.25841 0.063
S -0.87594 2.10285 0.84535 0.649
H 0.96279 5.26978 3.81433 0.112
C 0.30170 -3.30488 -2.34962 -0.060
C -4.56155 -0.59252 3.49886 -0.084
N -0.49230 -2.45461 -3.19357 -0.118
H 1.59645 -6.36655 0.76139 0.104
H -0.15492 -3.33883 -1.36081 0.050
N 0.28370 -0.89798 3.21193 0.132
C -0.56317 -2.53767 -4.56686 -0.071
H 1.86423 4.19534 -2.24386 0.091
H -1.76858 6.68589 0.80304 0.128
In 1.28406 -0.58917 0.06293 0.380
C 3.38561 -5.78667 -0.28877 -0.071
C -0.68754 3.47118 -2.23226 -0.101
H -1.59448 -1.20268 -5.97727 0.112
N 0.40901 2.77496 -2.66305 -0.101
C -2.17036 -0.84885 3.39361 -0.087
S -1.41844 -0.91758 -1.16717 0.521
S 1.03216 0.62167 -4.22097 0.482
C 1.78288 3.11644 -2.37474 -0.051
C 1.78239 -4.23263 0.57598 -0.283
C 0.28498 5.12137 2.98184 -0.118
H -3.02252 1.79176 5.35424 0.108
N 0.12384 3.87380 2.60479 0.068
H -2.57326 0.90931 -5.09711 0.067
H 4.17148 -2.56383 -0.89578 0.013
C 3.62131 -3.42961 -0.53754 -0.138
N -1.41995 4.64434 0.99722 0.046
C 0.31826 0.10887 3.99948 -0.164
H 2.11599 2.60943 -1.46601 0.080
H 0.34821 -4.30748 -2.77560 0.096
H 2.41935 2.80568 -3.20044 0.066
H -2.82522 2.98948 -2.50967 0.119
H 5.06486 -4.83765 -1.26438 0.106
H 1.31500 -2.90857 -2.25274 0.049
B -2.37391 0.62258 -3.94501 -0.458
C 2.20198 -5.54875 0.39233 -0.034
H -0.65639 1.60956 4.93695 0.141
C -0.34876 6.21237 2.35588 -0.067
C -1.77989 2.79002 -2.65644 -0.082
H 0.20375 -4.72645 2.02472 0.124
C 4.12492 -4.70887 -0.74762 -0.038
N -1.36687 1.68334 -3.34141 0.014
C -1.18248 -1.35549 -2.78471 -0.758
C -0.03100 1.69001 -3.34210 -0.591
C -3.15510 0.92152 4.72249 -0.029
C -1.22046 5.93211 1.34938 -0.076
C 0.59376 -3.93494 1.37810 -0.087
N -0.75978 0.66144 4.60870 0.108
N 0.10769 -2.76649 1.35732 -0.052
N 2.48228 -3.19636 0.09624 0.069
H -5.28792 1.03204 4.70469 0.099
C -0.94896 -1.42490 2.84439 -0.311
N -1.69929 -0.76318 -3.88913 -0.044
H -0.58164 4.38097 -1.67132 0.104
H 3.72254 -6.80118 -0.45928 0.101
S 2.33421 -0.10846 -2.81748 -0.134
H -5.55344 -0.90521 3.20184 0.099
C -2.03162 0.24604 4.25340 -0.198
```

Calculated values
LUMO energy, eV: 1.1581
Charge: -1
ΔE to the lowest compared entry with this formula, charge and spin, kcal per mole: 75.6
Multiplicity: 1
DFT total energy, eV: -132030.472



Record 4
Density functional theory data (ωB97M-V with the def2-TZVPD basis set) for a 2-piece molecular cluster, C3H7O3 overall at a distorted geometry.

Geometry as XYZ:
```
13
Properties=species:S:1:pos:R:3:lowdin_charge:R:1
C 1.55157 0.75639 0.71579 -0.144
C -1.00746 -1.57553 -0.44193 -0.781
H 1.79088 1.17788 -0.24940 0.067
H -1.24914 -0.27195 -2.17163 0.054
H -0.09525 1.29663 1.84933 0.061
H -1.94631 0.28976 -0.63673 0.056
H 2.36684 0.79382 1.43630 0.065
H 1.11415 -0.24152 0.68778 0.045
O 0.11313 -1.95756 -0.01377 -0.119
C -1.06792 -0.15232 -1.09970 -0.048
H -0.13556 0.39609 -1.02164 0.021
O -2.09980 -2.18550 -0.46202 -0.110
O 0.66486 1.67381 1.40763 -0.168
```

Calculated values
LUMO energy, eV: 3.9143
Charge: -1
ΔE to the lowest compared entry with this formula, charge and spin, kcal per mole: 31.4
Multiplicity: 1
DFT total energy, eV: -9367.798